{"formula": "C86H81Cl16N13O26", "method": "ωB97M-V/def2-TZVPD", "elements": ["C", "C", "C", "C", "C", "C", "N", "O", "O", "H", "H", "H", "H", "H", "C", "C", "C", "C", "C", "C", "N", "O", "O", "H", "H", "H", "H", "H", "C", "C", "C", "C", "C", "C", "N", "O", "O", "H", "H", "H", "H", "H", "C", "C", "C", "C", "C", "C", "N", "O", "O", "H", "H", "H", "H", "H", "C", "C", "C", "C", "C", "C", "N", "O", "O", "H", "H", "H", "H", "H", "C", "C", "C", "C", "C", "C", "N", "O", "O", "H", "H", "H", "H", "H", "C", "C", "C", "C", "C", "C", "N", "O", "O", "H", "H", "H", "H", "H", "C", "C", "C", "C", "C", "C", "N", "O", "O", "H", "H", "H", "H", "H", "C", "C", "C", "C", "C", "C", "N", "O", "O", "H", "H", "H", "H", "H", "C", "C", "C", "C", "C", "C", "N", "O", "O", "H", "H", "H", "H", "H", "C", "C", "C", "C", "C", "C", "N", "O", "O", "H", "H", "H", "H", "H", "C", "C", "C", "C", "C", "C", "N", "O", "O", "H", "H", "H", "H", "H", "C", "C", "C", "C", "C", "C", "N", "O", "O", "H", "H", "H", "H", "H", "C", "Cl", "Cl", "H", "H", "C", "Cl", "Cl", "H", "H", "C", "Cl", "Cl", "H", "H", "C", "Cl", "Cl", "H", "H", "C", "Cl", "Cl", "H", "H", "C", "Cl", "Cl", "H", "H", "C", "Cl", "Cl", "H", "H", "C", "Cl", "Cl", "H", "H"], "coordinates": [[3.2198, 2.6497, -5.1041], [3.4963, 2.4257, -6.4268], [4.6305, 2.9724, -6.9870], [5.4488, 3.8121, -6.2251], [5.2179, 4.0559, -4.9168], [4.0865, 3.4577, -4.3540], [6.6196, 4.4596, -6.8462], [7.0464, 3.9587, -7.9090], [7.1523, 5.4218, -6.2961], [2.4105, 2.1507, -4.5919], [2.9211, 1.6893, -6.9683], [4.9302, 2.6339, -7.9678], [5.8532, 4.7650, -4.4068], [3.9463, 3.4217, -3.2838], [-0.1968, -5.0836, -0.5846], [-1.3031, -5.1973, -1.4183], [-2.2022, -6.2677, -1.2370], [-1.9317, -7.2082, -0.2358], [-0.8188, -7.1337, 0.5834], [0.0594, -6.0840, 0.3583], [-2.9456, -8.3328, -0.0426], [-3.9942, -8.3679, -0.6907], [-2.6791, -9.1797, 0.7995], [0.5304, -4.3039, -0.7568], [-1.4771, -4.3552, -2.0717], [-3.0945, -6.2511, -1.8451], [-0.5846, -7.8201, 1.3836], [0.9040, -5.9258, 1.0126], [-4.1715, -1.6386, 4.5428], [-4.6950, -1.0901, 5.7373], [-4.0187, -0.1121, 6.4862], [-2.8007, 0.4083, 6.0520], [-2.2002, -0.1780, 4.9218], [-2.9170, -1.0821, 4.1642], [-2.2369, 1.5938, 6.6980], [-1.6142, 2.4202, 6.0643], [-2.4898, 1.7422, 7.8646], [-4.6933, -2.3915, 3.9708], [-5.6767, -1.3963, 6.0673], [-4.4665, 0.2912, 7.3824], [-1.2526, 0.1114, 4.4920], [-2.4872, -1.4098, 3.2292], [-5.8711, -1.0832, -1.7032], [-6.9765, -1.7395, -1.1752], [-7.1392, -3.0910, -1.2730], [-6.1268, -3.8252, -1.9087], [-5.0706, -3.2042, -2.5327], [-4.9024, -1.8179, -2.4160], [-6.2150, -5.2846, -2.0330], [-7.1374, -5.8494, -1.4398], [-5.4796, -5.9071, -2.8283], [-5.8212, -0.0082, -1.6122], [-7.6752, -1.2195, -0.5366], [-7.9994, -3.5633, -0.8221], [-4.4128, -3.7885, -3.1591], [-4.0528, -1.3151, -2.8538], [0.1474, 1.6056, 0.6420], [-1.0453, 0.8772, 0.7267], [-1.3744, -0.1546, -0.1285], [-0.3490, -0.5364, -1.1060], [0.8937, 0.1842, -1.1924], [1.1108, 1.2134, -0.2645], [-0.6856, -1.6204, -2.0283], [0.1288, -2.0694, -2.8309], [-1.8479, -2.1086, -1.9114], [0.2297, 2.4849, 1.2637], [-1.8570, 1.2087, 1.3574], [-2.3181, -0.6755, -0.0602], [1.5970, -0.2254, -1.9023], [2.0286, 1.7824, -0.2524], [-4.2171, -3.4294, 1.0202], [-5.1034, -4.4349, 1.3618], [-4.6915, -5.5674, 2.0386], [-3.3669, -5.6940, 2.4594], [-2.4881, -4.6944, 2.0372], [-2.8445, -3.5945, 1.3157], [-2.9093, -6.8540, 3.3240], [-3.7268, -7.7260, 3.5606], [-1.7273, -6.8093, 3.7654], [-4.5859, -2.6034, 0.4303], [-6.1436, -4.3111, 1.0986], [-5.4454, -6.2924, 2.3079], [-1.4492, -4.7891, 2.3165], [-2.0831, -2.9869, 0.8492], [7.1916, -2.3459, -4.3426], [6.7397, -1.0934, -4.7901], [5.8978, -0.3366, -3.9809], [5.5445, -0.8363, -2.7368], [6.1406, -2.0436, -2.2767], [6.9277, -2.8063, -3.1011], [4.5941, -0.1045, -1.8149], [3.9492, 0.8211, -2.3083], [4.5476, -0.4992, -0.6555], [7.7921, -2.9113, -5.0398], [7.0334, -0.6583, -5.7339], [5.6201, 0.6315, -4.3708], [5.9158, -2.3827, -1.2762], [7.1969, -3.8325, -2.8990], [-2.6828, 6.2077, -1.0429], [-2.4357, 7.3922, -1.6672], [-2.2828, 8.5365, -0.9401], [-2.5510, 8.5258, 0.4449], [-2.9556, 7.3359, 1.0930], [-3.0910, 6.1774, 0.3124], [-2.1537, 9.7122, 1.2763], [-2.0114, 10.7680, 0.6642], [-2.1697, 9.6005, 2.4822], [-2.5483, 5.2656, -1.5534], [-2.2466, 7.2955, -2.7261], [-2.0644, 9.4338, -1.5001], [-2.9956, 7.2491, 2.1688], [-3.3786, 5.2185, 0.7176], [4.8389, -5.3949, -4.3072], [4.0640, -4.6190, -3.4162], [2.7046, -4.5064, -3.6362], [2.1247, -5.0477, -4.7783], [2.8623, -5.8396, -5.6617], [4.2739, -6.0182, -5.4249], [0.7448, -4.7329, -5.1584], [0.4095, -4.5921, -6.3728], [-0.0725, -4.7394, -4.2383], [5.8524, -5.6661, -4.0509], [4.5212, -4.2363, -2.5157], [2.1886, -3.8312, -2.9697], [2.3399, -6.3807, -6.4368], [4.8355, -6.6818, -6.0657], [-6.1973, 2.9277, 4.8553], [-6.1761, 1.6687, 4.2577], [-5.6445, 1.4921, 3.0365], [-5.3836, 2.6348, 2.2535], [-5.5994, 3.9314, 2.7272], [-6.0002, 4.0691, 4.0458], [-4.9503, 2.3705, 0.8332], [-4.4357, 3.2975, 0.1903], [-5.0340, 1.2600, 0.3868], [-6.4450, 3.0182, 5.9026], [-6.4118, 0.7667, 4.8028], [-5.5346, 0.4897, 2.6498], [-5.4024, 4.7996, 2.1158], [-6.1890, 5.0462, 4.4652], [8.4320, 3.7451, -0.8437], [7.9856, 4.9521, -0.2924], [6.7130, 5.0041, 0.2055], [5.8216, 3.8979, 0.1123], [6.3111, 2.7461, -0.4301], [7.6272, 2.6257, -0.8807], [4.4570, 4.0001, 0.6434], [3.6908, 3.1986, 0.2239], [4.1034, 4.9294, 1.3987], [9.4112, 3.6853, -1.2953], [8.5738, 5.8579, -0.2905], [6.2826, 5.8726, 0.6819], [5.6679, 1.8790, -0.4596], [8.0345, 1.7155, -1.2955], [-2.7830, 6.8931, 5.9974], [-1.7679, 7.3875, 5.1184], [-1.3772, 6.6108, 4.0374], [-1.9037, 5.2901, 3.8954], [-2.8577, 4.8482, 4.7777], [-3.3127, 5.6537, 5.7692], [-1.3245, 4.3897, 2.8628], [-1.9017, 3.2938, 2.7260], [-0.3395, 4.7558, 2.2247], [-3.0214, 7.5009, 6.8577], [-1.1580, 8.2181, 5.4420], [-0.6866, 7.0459, 3.3303], [-3.2879, 3.8595, 4.7161], [-4.0859, 5.3659, 6.4663], [1.6862, -5.2429, 6.0229], [2.6945, -5.1277, 5.0356], [2.4224, -4.4636, 3.8971], [1.1672, -3.9009, 3.6530], [0.1865, -3.9522, 4.6651], [0.4591, -4.6730, 5.8571], [0.9315, -3.0212, 2.4890], [1.4985, -3.2040, 1.4031], [0.1845, -2.0504, 2.6856], [1.8335, -5.8841, 6.8794], [3.6918, -5.4978, 5.2224], [3.2761, -4.3143, 3.2527], [-0.8093, -3.5558, 4.5320], [-0.3150, -4.9225, 6.5677], [0.6318, 4.8704, 6.5737], [1.7288, 6.2820, 6.3663], [1.2711, 3.7940, 7.8665], [-0.3128, 5.2518, 6.9613], [0.4801, 4.3030, 5.6555], [-2.1974, 2.5384, -2.9293], [-2.5816, 0.9615, -3.6216], [-0.5347, 3.0251, -3.4096], [-2.9757, 3.2190, -3.2744], [-2.3897, 2.5016, -1.8571], [3.4913, -1.8487, -6.1436], [2.5032, -2.2525, -7.6195], [2.5474, -1.0437, -4.8923], [3.8918, -2.7235, -5.6313], [4.2760, -1.1913, -6.5181], [-1.5932, -1.9281, -5.8928], [-1.7266, -1.5341, -7.5862], [-2.9594, -2.9205, -5.2251], [-0.6504, -2.3690, -5.5692], [-1.6490, -0.9820, -5.3545], [0.7379, -8.0602, -2.8954], [2.3239, -8.5291, -2.1749], [0.5298, -8.5655, -4.6108], [-0.1630, -8.3714, -2.3666], [0.7147, -6.9708, -2.8655], [3.7454, -0.4968, 2.3216], [4.8608, 0.9217, 2.2473], [3.3525, -0.8907, 3.9954], [2.8038, -0.2841, 1.8154], [4.2655, -1.3347, 1.8573], [2.3264, 3.0522, 3.5502], [3.3486, 3.2986, 4.9490], [0.9264, 2.0773, 4.0074], [2.0351, 3.9614, 3.0243], [2.9721, 2.4647, 2.8975], [1.3598, 6.9518, -2.8161], [1.7930, 5.5756, -1.7603], [2.7794, 7.6910, -3.6471], [0.6469, 6.5218, -3.5196], [0.8485, 7.7011, -2.2117]], "atomic_forces_ev_per_a": [[0.684, 0.756, 1.208], [0.232, -0.560, -0.347], [0.622, -0.156, -0.316], [-0.023, -0.177, -1.548], [-1.079, 0.409, 1.052], [-0.005, -0.856, 0.265], [1.607, -0.238, -1.532], [-0.888, 0.820, 1.739], [-0.893, -1.081, -0.367], [-0.130, -0.007, -0.072], [-0.158, 0.147, -0.260], [0.066, 0.458, -0.164], [0.038, -0.215, 0.318], [-0.090, 0.610, 0.142], [0.115, -1.231, -0.402], [-0.198, -0.171, 0.927], [0.617, 0.852, 0.165], [-1.251, -0.284, -0.813], [0.398, 0.132, -0.197], [-0.061, 0.909, 0.138], [-0.762, -0.555, 0.205], [1.589, 0.806, 0.344], [0.368, 0.685, -0.338], [-0.061, 0.239, 0.227], [-0.350, -0.382, -0.458], [-0.178, -0.559, 0.099], [-0.380, -0.254, -0.125], [0.198, -0.316, 0.067], [1.150, 2.197, 1.535], [0.380, -0.411, -0.551], [0.026, 0.202, -0.331], [-0.101, -1.379, -1.326], [-0.572, 0.959, -0.145], [-0.955, -1.523, -0.223], [0.064, 0.346, 0.310], [0.224, -0.491, -0.931], [-0.437, -0.231, 1.159], [0.037, 0.059, -0.130], [-0.023, -0.144, 0.221], [-0.077, 0.048, 0.008], [0.146, 0.416, 0.366], [0.261, -0.150, -0.035], [0.498, -0.550, -0.756], [0.100, 0.548, 0.688], [0.594, -1.262, 0.012], [-0.318, 0.244, -0.237], [0.466, 0.642, -0.200], [-1.070, 0.144, 0.590], [-0.966, -2.247, -1.333], [1.019, 0.890, -0.081], [-0.656, 1.653, 1.542], [0.290, 0.009, 0.055], [-0.216, 0.355, -0.300], [0.097, -0.233, -0.061], [0.202, -0.077, 0.270], [-0.033, -0.152, -0.092], [-0.997, -0.747, -0.143], [-0.869, 0.307, -0.462], [2.637, -0.616, -1.576], [-0.449, 1.850, 1.424], [-2.239, -1.754, 0.840], [0.491, 0.126, -0.542], [-1.709, -1.521, 0.015], [-0.397, 0.883, 0.797], [2.351, 1.097, -0.298], [0.364, -0.048, 0.027], [0.224, 0.151, 0.464], [0.044, 0.022, -0.172], [0.307, 0.499, -0.047], [0.172, -0.178, -0.375], [0.899, -0.328, -0.305], [0.027, 0.465, 0.024], [-0.002, -0.759, 0.998], [-0.497, 0.586, -0.481], [1.486, -1.095, 1.348], [-1.739, 0.089, -0.891], [1.108, 0.536, 0.280], [0.956, 0.832, -0.179], [-2.597, -0.123, -1.022], [0.109, 0.248, -0.012], [-0.088, -0.189, -0.014], [0.155, -0.275, 0.013], [0.123, -0.225, -0.011], [0.035, 0.378, 0.327], [0.565, 1.392, -2.490], [-0.108, -0.291, 0.921], [0.165, 0.133, -0.281], [0.828, -0.915, 0.770], [-1.431, 1.209, 0.684], [-0.550, -0.599, 0.235], [0.482, -0.124, -0.817], [0.667, -1.059, 0.874], [-0.340, 0.600, -0.918], [0.078, -0.247, 0.049], [0.092, -0.274, -0.143], [-0.529, 0.120, 0.350], [-0.165, 0.030, 0.045], [0.275, 0.132, 0.656], [-1.117, -1.042, 1.907], [0.692, -0.865, -0.655], [-0.890, 1.305, 0.757], [1.001, -1.062, -0.055], [0.480, 0.129, -1.016], [0.998, 0.585, -0.756], [-1.678, 0.638, -1.177], [0.414, -0.858, 0.579], [0.442, -0.200, -0.042], [-0.368, -0.047, -0.226], [0.175, 0.677, -0.161], [0.223, 0.302, 0.492], [-0.387, 0.396, 0.012], [0.070, 0.082, 0.318], [-0.559, -0.452, 0.001], [0.373, -1.513, -0.848], [0.047, 1.208, 0.077], [1.043, -0.110, -1.171], [1.456, 0.032, 0.739], [-2.240, 0.625, 0.594], [-2.370, -0.715, -1.172], [1.504, -0.239, 3.002], [0.890, 0.362, -0.797], [0.258, 0.360, -0.070], [-0.129, 0.180, -0.058], [-0.632, -0.181, -0.061], [0.121, 0.242, -0.276], [0.079, 0.053, 0.031], [-0.596, 0.661, -1.032], [0.488, 0.016, 2.163], [0.055, 0.718, -2.464], [-0.185, -0.663, -0.262], [0.392, -0.759, -0.367], [-0.135, -0.904, 0.930], [1.322, 1.771, 0.011], [-0.822, -0.498, 0.935], [-0.418, -0.823, 0.162], [-0.194, 0.147, 0.008], [-0.104, 0.164, 0.336], [0.131, 0.116, -0.285], [-0.097, -0.061, -0.181], [0.222, 0.107, -0.015], [0.366, 0.340, -0.197], [-0.167, -0.400, -0.309], [-2.115, -0.324, 0.611], [2.270, 1.807, 0.515], [-0.514, -1.758, -0.131], [-0.274, 0.901, 0.099], [0.038, 2.507, 0.775], [-1.383, -1.751, -0.645], [1.430, -1.223, -0.919], [0.194, 0.059, 0.135], [0.247, -0.146, 0.041], [0.264, 0.316, -0.046], [-0.129, -0.044, -0.011], [-0.304, -0.169, 0.038], [2.056, 1.272, -1.091], [-0.662, -1.398, 1.085], [-0.275, -0.728, 0.025], [1.156, 1.749, -0.143], [-0.245, -1.617, -0.976], [-0.925, 1.094, 1.499], [-0.755, -0.922, -0.152], [1.017, 1.666, -0.070], [-1.148, -0.417, 0.771], [-0.312, -0.116, 0.063], [-0.339, 0.500, -0.501], [0.299, -0.415, -0.033], [0.295, -0.109, -0.300], [-0.084, -0.592, -0.124], [1.051, -0.778, -0.387], [-0.793, -0.420, 2.126], [0.393, 0.890, -1.685], [-0.560, 0.350, 1.414], [0.438, -0.752, -0.034], [-0.443, 0.298, -1.530], [-0.266, 1.413, -0.702], [-0.378, -0.328, 1.657], [0.671, -1.378, -0.230], [0.273, 0.132, 0.192], [-0.036, -0.158, -0.035], [-0.324, 0.130, -0.605], [0.080, 0.247, -0.233], [-0.171, 0.458, 0.011], [0.080, 0.186, 0.936], [-0.476, -0.531, -0.234], [-0.241, 0.206, -0.561], [0.141, -0.033, -0.239], [0.365, 0.155, 0.134], [-0.475, 0.120, -0.001], [-0.073, -0.198, 0.057], [-0.909, 0.073, 0.521], [0.561, 0.215, -0.559], [0.892, -0.242, 0.099], [-0.146, -0.051, -0.653], [0.534, 0.035, 1.045], [-0.238, 0.236, -0.048], [-0.042, -0.189, -0.634], [-0.130, -0.074, 0.322], [-0.332, 0.567, 1.563], [0.113, -0.378, -0.178], [0.681, 0.338, -0.631], [-0.202, -0.421, -0.682], [-0.161, -0.095, -0.123], [-0.019, 0.823, -0.386], [-1.035, -0.060, -0.330], [0.277, 0.128, 0.692], [0.594, -0.620, 0.272], [0.166, -0.096, -0.233], [0.213, 0.173, -0.097], [-0.355, -0.571, -0.004], [0.033, -0.120, 0.060], [0.288, 0.209, -0.082], [-0.132, 0.198, 0.128], [0.761, -0.613, -0.632], [0.202, 0.555, 0.365], [-0.322, 0.083, -0.091], [-0.096, 0.044, 0.502], [-0.516, 0.014, -0.174], [-0.061, -0.291, 0.058], [0.133, 0.374, -0.082], [-0.829, -0.463, 0.415], [0.397, 0.308, -0.287], [0.380, -0.021, -0.049]], "lowdin_charge": [-0.08, -0.08, 0.00, -0.16, -0.01, -0.05, -0.32, 0.05, 0.07, 0.08, 0.11, 0.12, 0.12, 0.09, -0.08, -0.06, 0.02, -0.14, -0.03, -0.08, -0.32, 0.07, 0.06, 0.09, 0.07, 0.10, 0.12, 0.10, -0.03, -0.08, -0.01, -0.13, 0.01, -0.07, -0.34, 0.04, 0.09, 0.10, 0.10, 0.12, 0.09, 0.08, -0.06, -0.09, -0.02, -0.16, -0.02, -0.06, -0.30, 0.06, 0.05, 0.09, 0.11, 0.12, 0.07, 0.04, -0.06, -0.07, 0.01, -0.11, 0.02, -0.06, -0.29, 0.02, -0.02, 0.06, 0.09, 0.10, 0.08, 0.08, -0.04, -0.07, 0.00, -0.11, -0.04, -0.06, -0.30, 0.09, 0.03, 0.09, 0.10, 0.12, 0.09, 0.10, -0.07, -0.05, -0.03, -0.11, -0.01, -0.10, -0.30, 0.05, 0.04, 0.11, 0.11, 0.11, 0.12, 0.11, -0.05, -0.10, -0.01, -0.10, 0.01, -0.04, -0.34, 0.07, 0.07, 0.09, 0.11, 0.12, 0.09, 0.07, -0.08, -0.07, -0.03, -0.18, 0.01, -0.03, -0.28, 0.03, 0.05, 0.10, 0.09, 0.11, 0.11, 0.10, -0.04, -0.08, -0.01, -0.10, 0.00, -0.07, -0.31, 0.04, 0.07, 0.11, 0.10, 0.12, 0.12, 0.11, -0.07, -0.06, 0.00, -0.13, -0.03, -0.05, -0.33, 0.03, 0.06, 0.11, 0.11, 0.12, 0.07, 0.11, -0.04, -0.05, -0.03, -0.13, -0.05, -0.09, -0.30, 0.03, 0.06, 0.11, 0.11, 0.12, 0.10, 0.11, -0.06, -0.06, -0.05, -0.15, 0.02, -0.06, -0.31, 0.05, 0.03, 0.11, 0.11, 0.12, 0.10, 0.11, -1.00, 0.48, 0.49, 0.01, -0.03, -0.99, 0.59, 0.50, 0.03, 0.02, -0.96, 0.51, 0.58, 0.00, 0.01, -1.02, 0.55, 0.55, -0.01, -0.04, -0.98, 0.49, 0.51, 0.02, -0.01, -0.97, 0.58, 0.56, 0.02, 0.02, -1.02, 0.55, 0.59, 0.03, -0.06, -0.99, 0.49, 0.49, 0.01, 0.02], "lumo_ev": -1.33, "max_force_ev_per_a": 3.366}